A structure of composition C29H75CrN6O12, computed with wB97M-V/def2-TZVPD.

```
123
Properties=species:S:1:pos:R:3:forces:R:3
H -4.3428 22.7768 17.5420 -0.0706 0.3857 0.0852
H 0.5578 15.3614 21.6670 0.1700 -0.0911 0.2979
C 1.9695 19.7624 22.0511 0.0084 0.3713 -0.3597
H -1.9868 16.1317 9.6791 0.1871 0.3992 0.0592
H 0.6922 18.0577 21.6101 -0.0129 -0.1285 -0.2178
C 0.3336 18.2356 18.9431 -0.8663 0.8162 -0.2240
O 1.3086 21.0174 21.7894 0.1043 0.3522 0.5161
C -5.4780 20.9919 17.9978 -0.5922 0.9217 -0.7054
N -2.8187 18.0788 20.7505 0.4260 -2.1301 1.1740
H -2.0962 22.6313 19.4210 0.1929 -0.1703 -0.7751
C 0.3563 17.1428 28.1242 -0.6714 1.7425 0.3130
H -1.6201 17.3494 14.5963 0.0811 0.7490 0.0728
H 2.6570 15.9810 19.7029 -0.1716 -0.2161 -0.3559
H -2.3353 14.5207 10.1618 0.3390 -0.2061 0.1983
H -1.3620 12.0361 19.7210 0.2204 -0.2822 -0.3637
Cr -0.6092 20.5947 20.4068 -0.8822 -0.1205 -0.8664
C -0.5591 18.2334 27.4580 1.5027 -1.4572 -1.0068
H 0.1913 18.0618 13.2433 -0.0398 0.0604 0.1261
H 1.1027 17.5710 18.5497 -0.0301 -0.3168 0.3928
H -4.2404 23.9280 21.9183 0.1729 0.3022 -0.0304
H -2.6225 20.1241 16.7641 0.2285 -0.4964 0.2376
C -0.5000 12.6876 19.5778 0.9710 0.3716 0.4435
H -4.4693 15.0628 17.5881 0.0062 -0.1008 0.2211
C -1.1885 16.9937 25.4061 -0.8711 -0.0685 -1.0014
H 1.4398 15.6340 25.4340 -0.3321 -0.0486 0.1593
H 3.5746 17.1363 28.3509 0.0992 -0.7477 0.0144
C 2.8417 15.2394 20.4802 -0.1354 -0.4210 1.4381
C -3.8673 23.3901 21.0468 -1.4294 -0.0047 0.7945
C -1.5326 15.4123 14.5134 -0.0205 -0.3560 1.1587
H -1.7862 23.4737 21.4672 0.3519 -0.1319 -0.2098
O 1.9025 14.1625 20.5497 -0.2759 1.2708 -0.4517
H -0.9563 18.2547 17.2073 0.0783 -0.0696 -0.2261
H -1.9084 19.6840 23.9103 -0.2227 0.0286 0.0970
H -0.4309 17.7507 19.5500 0.0145 -0.5214 -0.4153
C -5.3968 22.5135 17.6317 0.1174 -1.5004 0.0945
C -0.2732 18.9463 17.7003 0.8024 -1.2074 1.0342
H -0.0802 12.8694 21.6579 0.1269 -0.1107 0.1570
H -1.5352 15.2234 16.6893 0.2547 0.1914 0.2971
N -2.2705 21.9003 20.0958 1.9157 1.2814 0.6549
H -0.2103 19.7453 23.7813 0.1681 0.5869 0.1541
C 2.5944 16.7845 28.6729 -0.3056 0.4185 0.1136
C -2.5249 21.7210 22.4724 -0.2731 -0.0335 -0.7728
O -2.4050 16.9242 20.7628 -0.1020 -0.9796 -0.6976
H -1.5802 17.9992 27.7590 -0.0427 0.6538 0.1912
H -2.4838 13.4909 20.7262 0.1370 -0.1765 -0.0114
N -0.8415 16.7188 14.4689 -1.0163 -0.0152 0.5875
H 1.2015 22.9886 22.3050 -0.2775 -0.1219 0.1032
H 3.8792 14.9054 20.4664 -0.2279 -0.4953 -0.5242
H 3.0237 19.9916 21.8952 0.2285 -0.4915 0.1729
C 0.5950 14.7196 20.7868 -0.8252 -1.8635 -0.5511
H 2.2889 18.0272 20.7728 -0.0364 -0.3100 0.5225
H -3.3038 15.7608 10.7914 0.0033 0.5181 0.6882
H 2.7022 22.3250 22.7855 0.1953 -0.6415 -0.0021
H -0.6936 14.7291 14.3821 -0.4608 -0.7305 0.1191
C 1.6391 22.0890 22.7378 -0.4777 -0.0681 -1.0787
H -2.6407 14.1087 15.9502 0.1625 -0.3714 -0.4145
H 2.3386 15.5615 23.9551 -0.0273 0.0557 -0.1389
H -0.8801 17.6242 11.1908 0.4910 -0.2844 -0.3948
H 1.2193 21.9228 23.7298 0.0688 -0.2666 -0.0902
H -5.8943 22.7122 16.6824 0.0912 -0.1711 -0.0571
C -2.5474 22.7113 21.3018 -0.1472 -0.6226 0.3032
H -2.0768 21.6696 17.3274 0.2163 -0.0908 0.2543
H -2.2675 15.2440 13.7262 0.1028 0.1526 -0.1965
N -0.5230 18.1846 25.9600 -0.6415 -1.3779 0.1992
H -1.2463 15.8364 23.5911 0.1989 -0.2750 -0.1008
C -2.2706 15.1322 15.8900 1.1827 -0.1469 -0.4661
H -0.1464 19.2081 27.7184 -0.5504 0.0221 0.4115
O 1.6853 17.4025 27.7965 0.4425 0.0834 -1.2886
H -2.1384 17.3468 12.2951 -0.3626 -0.0462 0.2994
N -1.7432 14.0043 21.1824 -0.3253 1.2026 0.6092
H -1.8346 14.9632 20.8786 -0.3309 0.1516 0.1035
H 0.4042 17.9833 25.6138 0.8189 0.6874 0.5052
H 0.2171 15.3021 19.9466 0.4065 0.4156 -0.4352
O -1.2223 21.0664 22.5525 -1.0628 1.5496 0.0625
H 2.3864 15.7155 28.7176 0.6952 -0.2964 -0.3257
H 0.3893 17.2958 29.2029 -1.1427 -0.3253 0.3878
H -1.1487 21.1047 24.6258 0.4358 -0.0853 0.0563
H 1.7678 19.4475 23.0749 0.2894 -0.0040 0.0973
C -1.1607 16.9597 12.0080 -0.2743 -0.6677 0.0308
C 1.4518 18.6462 21.0956 0.3564 0.8011 0.2584
H -7.6920 20.9736 17.7534 0.3484 -0.3473 -0.5279
H 2.7642 15.7301 21.4504 0.0212 0.6120 0.1209
H -1.0892 20.8169 16.1556 0.1097 -0.1827 0.0168
H -3.1426 21.4796 19.8082 -0.4771 -0.6409 -0.3334
H -3.1184 16.1192 18.1529 0.0988 -0.3163 0.3329
C -0.4241 13.5338 20.8652 0.8027 -0.3808 -0.5554
H -2.2762 17.0604 25.3834 -0.2656 0.6106 0.0366
C -6.8964 20.6517 18.4253 0.4454 0.2945 0.6771
C -2.2649 15.5371 10.5492 -0.2796 -1.1361 -1.1669
O -4.5077 20.7208 19.0178 -0.2003 0.7590 -0.1879
H -5.9355 23.0942 18.3804 0.3580 0.0970 0.1726
O -1.3184 15.5774 11.5807 0.0044 1.7044 0.1313
H 0.4314 12.1400 19.4334 -0.1631 -0.3764 0.0810
H 0.5530 19.2116 17.0407 -0.0578 0.1084 -0.3716
O -0.9490 20.0936 18.1250 -1.1997 1.2344 -0.3286
H -0.6043 13.2829 18.6707 -0.3792 0.2714 0.0562
O -3.9753 18.3778 20.7332 -3.2295 0.2810 -0.8525
C -3.9092 15.9818 17.4154 0.5174 0.0095 -0.0673
H -2.8516 22.2293 23.3797 0.5063 -0.1593 0.3352
H 2.4509 17.1278 29.6974 -0.1126 0.3110 0.2486
H 0.6312 16.3893 12.9822 0.0723 -0.1479 0.2230
O -3.3496 15.9869 16.1210 -0.3914 1.3473 -0.8868
H -5.2331 20.3563 17.1468 0.1862 0.1858 -0.3373
H 0.8570 14.6230 24.0545 -0.3083 0.0655 0.0281
O 0.6704 16.7288 23.8020 -0.1814 -0.8281 0.1471
C 1.3237 15.5618 24.3527 0.2348 0.7273 -0.2902
H -4.5941 19.8594 19.4327 -0.2570 -0.5968 0.1643
N 0.8950 19.2563 19.8722 0.4583 -0.7015 -0.2935
H -4.5677 16.8416 17.5386 -0.1290 -0.0780 -0.3615
C -0.7696 16.7502 23.9458 0.6338 0.2713 0.4352
H -1.0672 17.5405 23.2567 -0.2142 0.1592 0.2012
H -7.0956 21.2598 19.3077 -0.0357 -0.4077 0.4835
H -0.0114 16.1527 27.8547 0.2925 -0.3284 0.0516
C -0.2101 17.0497 13.1922 -0.4858 -0.4166 -0.4360
H -3.2508 20.9461 22.2259 -0.2053 -0.2089 0.2128
H -6.9232 19.5812 18.6285 -0.5224 0.0738 0.1769
C -1.0871 20.3925 23.8030 -0.5780 -0.8241 -0.2894
H -3.9246 24.0319 20.1676 0.6714 0.2818 0.1157
C -1.7247 20.6816 17.0308 0.2776 0.4300 0.5274
H 1.7030 19.5990 19.3725 0.1534 0.8454 -0.0344
O -2.0028 18.9649 20.9312 3.1223 3.2165 0.1222
H -4.6545 22.6703 20.8223 0.0897 -0.4487 0.1789
H -1.0855 16.0377 25.9193 0.7402 -0.0510 0.5304
```
Positions in Å, forces in eV/Å.

Calculated values
2S+1: 5
net charge: +1
F_max: 4.5 eV/A
E: -3425.3441 Eh
HOMO (alpha / beta): -0.3833 / -0.3833 Eh
HOMO-LUMO gap (alpha / beta): 8.04 / 7.86 eV
ΔE to the lowest compared entry with this formula, charge and spin: 47.0 kcal per mole